Entry 1:
Computed, not measured: a structure of composition C43H70FN5OPPdS, with wB97M-V/def2-TZVPD.

Geometry as XYZ:
```
123
Properties=species:S:1:pos:R:3:forces:R:3:mulliken_charge:R:1
Pd -0.4951 0.4614 0.0227 -0.30 0.82 0.18 0.07
S 1.9763 3.8336 -0.8325 0.01 -0.18 0.12 1.19
P -2.4386 1.6849 0.0192 0.36 -0.81 -0.12 0.77
F -0.1522 -1.7698 2.0126 0.04 -0.02 -0.05 -0.20
O 0.6178 3.2994 -0.5288 0.19 0.21 0.05 -1.08
N -2.1476 -1.9014 -1.7379 -0.04 0.18 0.10 1.81
N 1.7309 -0.1147 0.8722 -0.53 0.15 0.06 2.36
N -0.4579 -1.4662 -2.9198 -0.05 0.17 0.04 -0.89
N -1.6958 -1.7821 -2.9995 0.01 -0.06 -0.08 -0.66
N -0.0530 -1.3718 -1.6335 -0.05 -0.25 -0.07 0.45
C -5.4395 1.5099 2.6742 -0.03 0.01 -0.01 -0.73
C -4.2018 -0.6915 3.0013 0.00 0.00 -0.01 -0.74
C 4.3987 2.4003 1.3620 -0.04 0.08 -0.02 -0.71
C -4.0521 1.4965 -4.3542 0.00 0.02 0.01 -0.76
C 3.8641 -0.6765 -2.7163 -0.01 -0.01 0.02 -2.11
C 1.0254 -2.3069 1.5473 -0.08 -0.05 0.02 -0.06
C -2.1147 1.9716 -2.7643 0.05 0.03 -0.01 -0.16
C 1.2313 2.1398 3.0486 -0.01 -0.04 -0.05 -0.98
C 2.2757 5.1575 0.3459 -0.04 0.06 -0.02 -1.18
C -2.1810 3.6935 1.9254 0.00 0.02 -0.01 -0.04
C -5.3740 0.1982 3.4629 -0.01 0.01 0.01 -0.97
C -4.5166 2.2317 -1.9995 0.00 0.00 0.01 -0.71
C -1.1410 -1.5808 -0.8929 0.06 -0.51 -0.13 -2.02
C -2.6661 -4.7138 -2.3085 -0.02 0.01 -0.01 -1.56
C 5.0520 2.3835 0.1401 -0.04 -0.04 -0.06 -1.44
C 3.4330 0.7729 -0.6655 0.02 0.06 -0.09 0.54
C -3.4557 -2.4588 -1.4691 0.02 0.03 0.00 -0.79
C -2.5270 1.4697 -4.1548 0.03 -0.03 -0.03 -0.90
C -1.9076 5.8082 0.2292 0.01 0.00 0.01 -0.33
C -2.2056 4.4602 -0.4478 0.01 -0.03 -0.12 -0.03
C 1.1802 -3.6608 1.6839 0.04 -0.04 0.03 -0.32
C 2.6872 1.6667 3.0139 0.05 0.02 0.01 0.19
C -3.7265 0.6975 0.9635 -0.04 0.10 0.03 1.00
C -2.8723 -4.3046 0.1644 0.00 -0.01 -0.02 -1.23
C -2.7838 3.4313 0.5416 0.17 0.00 0.08 0.64
C -3.4309 -3.9706 -1.2167 -0.01 -0.03 0.01 0.69
C -3.1501 1.5738 -1.7080 -0.10 0.12 0.09 1.05
C 1.9585 0.9641 -2.6538 -0.04 -0.05 0.03 -1.04
C -3.1437 0.1230 2.2648 0.00 0.00 -0.01 0.01
C 1.7618 4.8933 -2.2713 -0.01 0.06 0.02 -1.35
C 2.8042 0.7356 0.5983 0.12 0.14 0.11 -1.26
C -2.8714 6.0791 1.3807 0.02 0.02 0.00 -1.09
C 4.5506 1.5738 -0.8670 0.03 0.03 0.04 -0.25
C 3.2830 1.6039 1.6128 0.02 -0.08 0.02 1.20
C 2.8676 0.3564 3.7873 -0.01 0.05 -0.05 -1.66
C 2.8307 0.0142 -1.8279 0.01 -0.17 -0.01 1.73
C 2.3845 -4.2672 1.3232 -0.02 0.02 -0.02 -0.92
C -4.6846 2.5781 -3.4855 0.01 -0.02 -0.02 -0.92
C 1.9937 -1.4245 1.0016 0.07 -0.02 0.14 0.03
C -2.6937 5.0258 2.4882 -0.02 -0.01 -0.03 -0.94
C -5.1466 1.2773 1.1945 0.01 -0.02 0.01 -0.85
C 3.2242 -2.0769 0.7211 0.09 0.00 -0.07 -1.10
C 3.4022 -3.4440 0.8630 -0.02 0.00 0.00 -0.89
H -4.5704 -1.4716 2.3253 0.00 0.00 -0.01 0.13
H 3.2819 2.4265 3.5395 -0.03 -0.05 0.02 0.51
H -1.9566 6.6124 -0.5096 0.02 0.01 -0.01 0.52
H 2.5783 1.7348 -3.1275 0.01 0.04 -0.01 0.50
H -2.4073 2.8885 2.6243 0.00 -0.02 0.01 0.03
H 1.5401 4.2375 -3.1107 -0.01 -0.02 -0.02 0.33
H 3.3551 -1.2974 -3.4563 -0.01 -0.01 -0.01 0.48
H -1.0932 3.7006 1.8212 0.02 -0.03 -0.02 -0.37
H 1.4878 5.9093 0.2718 0.01 -0.02 0.01 0.38
H 2.5197 -5.3355 1.4222 0.00 -0.01 0.01 0.37
H -2.2636 -0.4758 2.0248 -0.02 0.00 0.00 -0.31
H 3.2570 5.5876 0.1489 0.03 0.03 0.01 0.46
H 0.3628 -4.2330 2.1083 -0.01 0.01 0.00 0.50
H -0.8837 5.8062 0.6192 -0.02 -0.04 0.00 -0.12
H 0.6084 1.5539 2.3728 -0.01 -0.06 -0.02 -0.29
H -1.5910 -4.5622 -2.1955 0.01 0.02 -0.02 0.24
H -3.4480 -3.8247 0.9588 0.00 0.02 0.01 0.26
H -3.8963 6.0500 0.9971 0.00 -0.01 -0.01 0.33
H 4.7714 3.0373 2.1597 0.00 -0.01 0.00 0.31
H -3.8360 -0.1600 0.2963 0.01 -0.06 -0.08 -0.25
H 4.4829 0.0406 -3.2622 0.02 0.02 -0.02 0.39
H -1.8333 -3.9828 0.2564 0.02 0.00 0.00 0.18
H -3.8662 3.5757 0.6098 -0.06 -0.01 0.03 0.80
H -3.6507 4.8622 2.9935 0.00 0.02 0.01 0.26
H 5.0320 1.5767 -1.8382 0.00 0.00 -0.03 0.28
H 5.9294 2.9976 -0.0267 0.01 0.00 0.00 0.35
H 1.4216 0.4163 -3.4292 0.01 -0.03 -0.06 0.50
H -4.4803 -4.2861 -1.2492 0.00 0.01 0.01 0.45
H 2.5556 0.4879 4.8270 0.00 0.02 0.02 0.52
H -2.8904 -5.3824 0.3358 -0.02 -0.01 0.00 0.46
H -1.1821 -1.8144 0.1595 0.11 0.03 0.08 0.67
H 4.0528 -1.4712 0.3742 -0.03 -0.03 -0.01 0.47
H -3.2771 0.4889 -1.8082 0.05 -0.03 0.00 -0.19
H -2.1540 0.4536 -4.2978 -0.02 0.03 -0.01 0.23
H 2.2725 4.6943 1.3303 0.02 -0.03 0.01 0.18
H -2.9409 -4.3659 -3.3050 -0.03 -0.01 -0.01 0.37
H -4.7185 2.2275 3.0762 0.03 0.00 0.00 0.03
H -4.6633 3.1352 -1.4036 0.03 0.03 0.03 -0.01
H -4.4818 0.5283 -4.0749 -0.01 -0.01 0.01 0.18
H -4.2011 3.5364 -3.7022 0.00 0.01 0.00 0.29
H -2.7802 0.9191 2.9186 0.02 0.01 0.01 0.13
H -2.8630 -5.7852 -2.2473 0.02 -0.01 0.02 0.45
H -2.7209 7.0834 1.7850 -0.02 0.00 0.00 0.52
H -5.2990 2.2015 0.6408 0.00 0.04 -0.03 0.49
H 3.9126 0.0390 3.7795 0.00 -0.01 -0.01 0.34
H -2.0011 3.0587 -2.7713 -0.01 -0.01 -0.03 0.50
H 1.1489 3.1894 2.7539 0.01 0.01 -0.03 0.18
H 2.6816 5.4459 -2.4623 0.02 0.02 -0.02 0.44
H -3.7585 -1.2091 3.8541 0.00 -0.02 0.00 0.48
H -5.2843 0.4181 4.5297 0.01 0.01 0.00 0.35
H -5.8930 0.5764 0.8022 0.01 -0.01 0.02 0.37
H -3.8710 -1.9468 -0.6017 -0.04 0.03 0.02 -0.13
H -4.2967 1.6493 -5.4081 0.00 -0.02 0.00 0.51
H 2.2676 -0.4355 3.3480 -0.04 -0.06 -0.02 0.18
H 4.5257 -1.3201 -2.1328 -0.01 0.00 0.02 0.33
H -1.2810 4.0637 -0.8747 -0.13 0.09 0.05 -0.61
H 0.9245 5.5681 -2.0885 0.00 0.01 -0.02 0.31
H -5.3130 1.5405 -1.7071 0.00 0.01 0.02 0.38
H 2.1657 -0.7524 -1.4294 0.10 0.11 -0.02 -0.11
H -2.9099 4.6124 -1.2708 -0.06 0.01 0.01 0.20
H -1.1391 1.5635 -2.4855 -0.03 0.02 -0.01 -1.03
H -5.7450 2.7046 -3.7196 -0.01 0.01 0.00 0.55
H -6.3184 -0.3396 3.3379 0.00 -0.01 0.02 0.38
H -4.0780 -2.2235 -2.3334 0.04 0.00 -0.02 0.45
H -1.9992 5.3940 3.2483 0.02 -0.01 0.00 0.50
H -2.0457 2.0903 -4.9159 0.00 0.01 -0.01 0.56
H 1.2132 1.4466 -2.0157 0.01 -0.02 -0.02 -0.48
H -6.4258 1.9661 2.7953 0.01 0.02 0.00 0.51
H 4.3641 -3.8737 0.6041 0.01 0.01 0.00 0.40
H 0.8301 2.0439 4.0624 0.01 0.04 0.00 0.55
```
Positions in Å, forces in eV/Å.

Values from the calculation:
max |F|: 0.89 eV/Å
net charge: -1
frontier orbital gap: 5.5 eV
HOMO: -3.19 eV
E_tot: -2996.82311 Eh



Entry 2:
Computed, not measured: a structure of composition C26H28BF2O3, with wB97M-V/def2-TZVPD.

Geometry as XYZ:
```
60
Properties=species:S:1:pos:R:3:forces:R:3:mulliken_charge:R:1
F -2.5459 6.9670 2.2584 -0.63 -0.43 -1.04 -0.30
F -1.5100 1.1217 4.5259 -1.25 -0.75 -1.31 -0.35
O -0.5349 -0.7959 -1.6180 -1.48 1.33 -0.13 -0.63
O -1.1145 1.4996 -1.5965 -1.07 -1.21 0.40 -0.65
O -3.5145 -1.3272 -2.2274 -1.05 1.35 -1.06 -0.33
C 1.1667 1.9811 -1.6713 0.23 -0.26 0.36 -1.92
C -3.5869 6.5791 1.4448 0.94 -0.32 0.91 0.30
C -3.9509 0.8685 -2.6617 0.32 -0.99 0.12 -0.44
C -4.0114 -0.8971 1.9149 0.73 -0.26 -0.54 -0.63
C -0.5673 -0.7202 0.7580 0.34 -0.18 0.34 -1.32
C -3.5663 0.3980 1.5519 -0.26 -0.03 0.39 0.30
C -4.4212 -1.2230 -3.2514 1.33 0.80 1.14 0.58
C -4.8486 -2.4063 -3.9771 -0.45 -0.44 -0.16 -1.28
C -5.7225 6.9863 0.5828 -0.31 -0.21 0.11 -0.52
C -2.2951 0.4414 3.5995 0.08 0.75 0.94 0.44
C -3.1643 0.0187 -1.8409 2.02 -0.67 -2.36 0.43
C -3.3779 -1.5731 2.9494 -0.02 -0.43 0.38 -0.51
C 1.6988 -0.6343 -0.4416 0.32 0.26 -0.03 -1.51
C 0.2062 -0.2174 -0.5165 0.29 0.15 0.61 1.52
C 0.0620 1.3555 -0.8027 1.15 0.52 0.28 1.45
C -4.6498 7.4587 1.3456 -0.23 -0.68 -0.73 -0.57
C -5.7708 5.6657 0.1126 0.10 -0.58 -0.17 -0.79
C -3.0224 1.1431 2.6418 1.29 0.42 -0.15 -0.43
C -2.3856 -0.9409 3.7166 -0.35 -0.20 0.24 -0.56
C -3.8845 2.3733 0.1795 -0.12 2.02 0.07 0.94
C -4.8336 3.3435 -0.1423 0.73 -1.09 -0.04 -0.62
C -4.6989 4.7373 0.2850 0.16 1.80 0.20 0.94
C -3.8213 0.9490 0.2133 -3.57 -0.19 1.40 -0.33
C -4.7491 0.0957 -3.5180 0.36 0.12 0.24 -1.01
C -0.1373 2.1226 0.5052 0.80 0.59 0.70 -1.39
C -3.5383 5.2980 0.8835 -0.26 -0.05 0.45 -0.32
B -1.5389 0.2044 -1.7162 -0.94 -0.54 -0.55 0.77
H -5.1879 -2.0762 -4.9724 0.23 -0.40 0.34 0.36
H 2.0354 -1.3068 -1.2503 -0.50 0.16 0.37 0.35
H -2.6131 4.7316 0.9921 -0.22 0.20 0.11 0.63
H 0.0221 1.4494 1.3746 -0.33 0.81 -0.50 0.39
H -1.1416 2.6050 0.5254 0.84 -0.44 0.14 0.04
H -4.4410 0.3228 -0.4336 -0.49 0.72 1.33 0.85
H -5.7207 -2.7841 -3.4396 -0.04 -0.43 -0.16 0.30
H -1.4184 -1.3467 0.4554 0.54 -0.13 0.03 0.35
H 0.8074 2.9546 -2.0536 0.12 -0.56 0.13 0.43
H 2.3390 0.2563 -0.5257 -0.21 -0.38 0.03 0.32
H 0.1205 -1.2796 1.4247 -0.57 0.09 -0.47 0.37
H -3.6426 -2.6214 3.1680 0.14 0.71 -0.14 0.39
H -6.5741 7.6469 0.4111 0.21 -0.30 0.02 0.37
H -3.1509 2.2344 2.7442 0.70 -0.63 -0.38 0.61
H -5.4143 0.4241 -4.3276 0.38 -0.14 0.64 0.43
H -4.0691 -3.1772 -4.0259 -0.29 0.24 -0.04 0.34
H -4.8582 -1.3336 1.3905 0.55 -0.27 -0.35 0.46
H 2.0437 2.1668 -1.0469 0.05 0.09 -0.25 0.53
H -6.6607 5.3102 -0.4188 0.25 0.26 0.26 0.35
H -3.9533 1.9376 -2.5936 0.21 0.30 -0.05 0.78
H -3.1478 2.8454 0.8189 0.29 -0.31 -0.19 -1.24
H 1.4599 1.3104 -2.4987 -0.24 0.40 0.26 0.36
H 1.9505 -1.0726 0.5408 -0.23 -0.02 -0.62 0.40
H -5.7922 3.1346 -0.6186 0.28 -0.26 -0.15 0.43
H 0.6495 2.8977 0.6294 -0.67 -0.20 -0.24 0.51
H -1.8189 -1.4680 4.4999 -0.33 0.31 -0.53 0.50
H -4.6227 8.4437 1.8149 0.00 -0.38 -0.21 0.45
H -1.0057 0.0464 1.3988 0.16 -0.06 -0.37 -0.34
```
Positions in Å, forces in eV/Å.

Values from the calculation:
max |F|: 3.84 eV/Å
net charge: +1
frontier orbital gap: 5.7 eV
HOMO: -11.49 eV
E_tot: -1457.50801 Eh



What ΔE to the lowest compared entry with this formula, charge and spin values result from the calculations? In sequence: 0.778, 1.950 eV.